The following is a DFT calculation (ωB97M-V with the def2-TZVPD basis set) of the ion C3H12N4 with charge +2 in a non-equilibrium geometry.

The geometry in ORCA input format:
```
! RIJCOSX wB97M-V def2-TZVPD def2/J DEFGRID3
* xyz 2 1
C 0.6575 1.0913 0.2048
C 2.4298 -0.2463 -0.3644
C -2.0551 -0.1320 -0.8137
N -0.6048 0.9499 0.8649
N 1.1022 -0.0844 -0.3718
N -0.4515 -1.2583 0.4257
N -1.3450 -0.2042 0.4677
H 0.6321 1.8415 -0.6471
H 1.4538 1.5771 0.9354
H 2.6912 -1.1365 -0.9234
H 2.9889 0.6818 -0.5260
H 3.0008 -0.6506 0.6779
H -2.9645 -0.6997 -0.8145
H -2.3264 0.9604 -0.8619
H -1.2073 -0.4679 -1.5311
H -1.2035 1.8073 0.9322
H -0.5327 -2.0077 -0.2420
H -0.2783 -1.5617 1.3759
H -1.9871 -0.4598 1.2114
*
```

Values from the calculation:
energy above the lowest of the compared OMol25 structures with the same formula, charge and spin	200.96	kcal per mole
E_HOMO (spin up / spin down)	-19.1 / -19.3	eV
gap between HOMO and LUMO (spin up / spin down)	0.285 / 0.294	Ha

These are the natural (NBO) partial charges, in e, on atoms 1 to 2:
1 C -0.176
2 C -0.539



The following is a DFT calculation (ωB97M-V with the def2-TZVPD basis set) of a cluster of 6 separate species, C3H18O6 in total in a non-equilibrium geometry.

The geometry in ORCA input format:
```
! RIJCOSX wB97M-V def2-TZVPD def2/J DEFGRID3
* xyz 0 1
C 1.7104 -2.6044 2.7573
O 1.3426 -1.2821 2.4866
H 2.2685 -2.6567 3.6922
H 0.8094 -3.2123 2.8398
H 2.3844 -3.0593 2.0315
H 0.5600 -1.3276 1.9325
C 2.7495 1.0006 0.3000
O 3.3200 0.7099 1.5966
H 3.5641 1.3017 -0.3587
H 2.3304 0.0786 -0.1029
H 1.9333 1.7210 0.2471
H 2.6477 0.1528 1.9959
C -3.7184 0.9635 -3.1874
O -3.1282 0.7628 -1.8816
H -3.6978 0.1278 -3.8868
H -4.7818 1.1395 -3.0250
H -3.3054 1.8810 -3.6066
H -3.1925 -0.1456 -1.5777
O -0.4397 0.8556 -0.4450
H -0.3457 -0.0389 -0.1175
H -1.0759 0.7850 -1.1567
O 0.0192 3.6667 -0.3206
H 0.6796 3.3530 -0.9385
H -0.6221 2.9576 -0.2743
O -0.4349 -2.1512 0.5483
H -0.2496 -3.0198 0.1912
H -1.3273 -1.9588 0.2604
*
```

Values from the calculation:
energy above the lowest of the compared OMol25 structures with the same formula, charge and spin	48.98	kcal per mole
E_HOMO	-9.4	eV
SMILES string	CO.CO.CO.O.O.O
gap between HOMO and LUMO	0.329	Ha

These are the natural (NBO) partial charges, in e, on atoms 1 to 2:
1 C -0.247
2 O -0.749



The following is a DFT calculation (ωB97M-V with the def2-TZVPD basis set) of the molecule C4H3N3 in a non-equilibrium geometry.

The geometry in ORCA input format:
```
! RIJCOSX wB97M-V def2-TZVPD def2/J DEFGRID3
* xyz 0 1
C -0.0061 1.7981 -1.1249
C -0.7476 -0.2758 -0.0941
C -0.4319 -1.3625 0.7135
C 0.2344 0.6037 -0.4686
N -0.0186 2.7694 -1.7511
N 0.7838 -1.3107 1.1400
N 1.6835 -0.5690 1.2166
H -1.7272 -0.1647 -0.3180
H -1.1415 -2.1501 1.0940
H 1.3712 0.6615 -0.4073
*
```

Values from the calculation:
energy above the lowest of the compared OMol25 structures with the same formula, charge and spin	78.30	kcal per mole
E_HOMO	-8.8	eV
gap between HOMO and LUMO	0.294	Ha

These are the natural (NBO) partial charges, in e, on atoms 1 to 2:
1 C 0.243
2 C -0.140



The following is a DFT calculation (ωB97M-V with the def2-TZVPD basis set) of the ion C3H5N2 with charge +1 in a non-equilibrium geometry.

The geometry in ORCA input format:
```
! RIJCOSX wB97M-V def2-TZVPD def2/J DEFGRID3
* xyz 1 1
C 2.5694 -0.1383 0.2138
C -0.6330 -1.0800 0.3512
C 0.1053 -0.2340 -0.5644
N 1.4058 0.0566 -0.0182
N -0.8782 0.3988 0.2792
H 3.4484 -0.5267 0.6059
H -1.3641 -1.5977 -0.0274
H -0.0175 -0.0819 -1.6167
H -1.7574 0.6978 -0.0789
H -0.3736 1.0649 0.9423
*
```

Values from the calculation:
energy above the lowest of the compared OMol25 structures with the same formula, charge and spin	159.96	kcal per mole
E_HOMO	-12.6	eV
gap between HOMO and LUMO	0.253	Ha

These are the natural (NBO) partial charges, in e, on atoms 1 to 2:
1 C 0.489
2 C -0.332



The following is a DFT calculation (ωB97M-V with the def2-TZVPD basis set) of a cluster of 11 separate species, C18H42Cl20N3O3PSi in total in a non-equilibrium geometry.

The geometry in ORCA input format:
```
! RIJCOSX wB97M-V def2-TZVPD def2/J DEFGRID3
* xyz 0 1
C -1.4182 -0.3760 2.4663
C -0.0658 -1.0470 2.7375
N 0.0954 -2.3816 2.1511
Si 0.3636 -2.5636 0.4305
C -1.0486 -3.5783 -0.2863
C -0.7647 -4.1385 -1.7088
C 2.0179 -3.3773 0.0319
C 2.2811 -4.5626 0.9479
O 1.3949 -5.0619 1.5965
N 3.6288 -5.0788 1.0113
C 4.3415 -4.2838 2.0424
C 4.2909 -4.9641 -0.2879
P 0.3860 -0.6875 -0.7835
N 1.2178 -1.0537 -2.0704
O -1.1427 -0.2745 -1.1451
O 1.0513 0.6133 -0.0313
H -1.4776 0.0870 1.4816
H -1.5495 0.4287 3.1963
H -2.2247 -1.0901 2.6299
H 0.7599 -0.3893 2.4655
H 0.0011 -1.1570 3.8252
H -0.6775 -2.9747 2.4294
H -1.2942 -4.3995 0.3861
H -1.9063 -2.9126 -0.3777
H -1.6132 -3.9228 -2.3589
H -0.6068 -5.2153 -1.6995
H 0.0988 -3.6626 -2.1768
H 2.0087 -3.6851 -1.0123
H 2.8167 -2.6321 0.1243
H 3.6199 -3.9410 2.7841
H 4.8021 -3.3921 1.6000
H 5.1144 -4.8820 2.5199
H 3.6144 -5.2777 -1.0824
H 4.6233 -3.9447 -0.5218
H 5.1620 -5.6186 -0.3269
H 0.6620 -0.9894 -2.9187
H -1.1249 0.4889 -1.7463
H 1.7723 0.2939 0.5321
Cl 5.1267 -1.8591 -2.1571
C 6.6715 -1.6981 -1.3130
Cl 6.4590 -1.2467 0.3849
H 7.1888 -2.6497 -1.3561
H 7.2565 -0.9250 -1.7957
Cl 2.0256 2.5762 -3.0343
C 3.3502 2.1225 -1.9441
Cl 4.8709 2.8672 -2.4584
H 3.1091 2.4697 -0.9470
H 3.4557 1.0432 -1.9493
Cl 3.0287 0.9007 -7.3283
C 3.9476 1.3342 -5.8808
Cl 4.9590 -0.0018 -5.3113
H 4.5871 2.1767 -6.1153
H 3.2511 1.5879 -5.0916
Cl 4.5950 7.0397 -3.1710
C 5.8994 6.5298 -2.0929
Cl 7.4552 7.2399 -2.5445
H 5.6578 6.8461 -1.0851
H 5.9853 5.4520 -2.1423
Cl -4.6216 -0.6777 0.1435
C -4.9671 -1.8436 -1.1372
Cl -4.5719 -3.4932 -0.6408
H -6.0226 -1.7941 -1.3790
H -4.3639 -1.5893 -2.0010
Cl -9.5849 1.9110 1.2282
C -8.0827 1.0107 0.9659
Cl -7.7964 0.6841 -0.7456
H -7.2602 1.6076 1.3419
H -8.1474 0.0667 1.4939
Cl -6.2652 5.9463 2.5694
C -6.7895 4.4349 3.3180
Cl -5.8201 3.0580 2.7736
H -6.6821 4.5258 4.3904
H -7.8232 4.2533 3.0468
Cl -12.8237 3.5610 -1.1965
C -11.1031 3.9276 -1.3781
Cl -10.5528 3.7214 -3.0454
H -10.9384 4.9580 -1.0861
H -10.5416 3.2516 -0.7443
Cl 8.0831 3.9668 -0.7618
C 7.6915 2.3630 -0.1223
Cl 8.7981 1.1300 -0.7324
H 7.7539 2.3891 0.9590
H 6.6868 2.1071 -0.4401
Cl -5.8783 2.9633 6.4731
C -4.4115 2.0520 6.8668
Cl -3.6892 1.2957 5.4445
H -3.6913 2.7360 7.2989
H -4.6749 1.2756 7.5747
*
```

Values from the calculation:
E_HOMO	-8.9	eV
SMILES string	CCN[Si@](CC)(CC(=O)N(C)C)P(=N)(O)O.ClCCl.ClCCl.ClCCl.ClCCl.ClCCl.ClCCl.ClCCl.ClCCl.ClCCl.ClCCl
gap between HOMO and LUMO	0.324	Ha

These are the Löwdin partial charges, in e, on atoms 1 to 2:
1 C -0.098
2 C -0.333



The following is a DFT calculation (ωB97M-V with the def2-TZVPD basis set) of a structure of composition C34H30I2N5O6S3V in a non-equilibrium geometry.

The geometry in ORCA input format:
```
! RIJCOSX wB97M-V def2-TZVPD def2/J DEFGRID3
* xyz -1 2
V -1.4564 -0.4129 -0.6205
I 0.7663 6.9174 -0.5543
C 0.1989 4.9137 -0.2549
C -0.8973 4.6309 0.5382
C -1.2626 3.3071 0.7085
I -2.8196 2.8135 2.0228
C -0.6038 2.2592 0.0483
O -1.0250 1.0181 0.1196
C 0.5194 2.5841 -0.7311
C 1.2403 1.4600 -1.4277
N 0.3775 0.7105 -2.3583
C 0.1136 1.3914 -3.6211
C -1.1975 2.1547 -3.7136
C -1.5045 2.7953 -4.9128
C -2.6860 3.5046 -5.0161
C -3.5258 3.5598 -3.9142
C -3.1452 2.8812 -2.7697
N -2.0146 2.1825 -2.6727
C 0.9205 3.8994 -0.8624
H -1.4564 5.4170 1.0240
H 2.1190 1.8654 -1.9482
H 1.5843 0.7656 -0.6623
H 0.8073 -0.1840 -2.5471
H 0.9217 2.1009 -3.8550
H 0.0913 0.6450 -4.4197
H -0.8160 2.7305 -5.7468
H -2.9539 3.9990 -5.9411
H -4.4516 4.1172 -3.9348
H -3.7796 2.8795 -1.8909
H 1.7951 4.1312 -1.4572
C -2.9371 -2.7203 -3.7004
C -2.0088 -2.3967 -2.5657
O -2.2647 -1.3653 -1.8936
C -0.8891 -3.2120 -2.2364
C -0.6469 -4.4716 -2.8274
C 0.4295 -5.2297 -2.4633
C 1.3101 -4.7629 -1.4709
C 1.1268 -3.5365 -0.8908
C 0.0442 -2.7111 -1.2673
O -0.0767 -1.5161 -0.7894
H -3.6549 -1.9082 -3.7945
H -3.4809 -3.6439 -3.4974
H -2.3915 -2.8291 -4.6376
H -1.3427 -4.8483 -3.5668
H 0.6012 -6.1936 -2.9226
H 2.1451 -5.3776 -1.1618
H 1.7918 -3.1803 -0.1164
C -4.2306 -2.7142 2.4102
C -3.7383 -1.7150 1.3864
S -2.0103 -1.7296 1.1592
C -4.5384 -0.9120 0.6567
C -6.0416 -0.9564 0.7308
S -3.8918 0.2508 -0.4484
H -3.3728 -3.1705 2.9010
H -4.8154 -3.5093 1.9405
H -4.8530 -2.2389 3.1706
H -6.3979 -1.7153 1.4266
H -6.4435 -1.1674 -0.2619
H -6.4246 0.0206 1.0329
O 7.6329 -1.2023 2.4320
S 7.8812 -1.1974 3.8612
O 9.0955 -0.5159 4.2615
O 7.6304 -2.4689 4.5281
C 6.4925 -0.2324 4.5670
N 6.6059 0.3438 5.7599
C 5.5005 0.8792 6.2561
C 4.2807 0.8519 5.5965
C 4.2646 0.2294 4.3529
N 5.3776 -0.3085 3.8572
C 3.0603 0.1103 3.4910
C 3.2012 -0.4777 2.2329
C 2.0760 -0.6209 1.4434
N 0.8560 -0.2301 1.8068
C 0.7290 0.3400 2.9970
C 1.7915 0.5364 3.8692
H 5.6000 1.3546 7.2272
H 3.3951 1.2917 6.0330
H 4.1807 -0.8162 1.9245
H 2.1509 -1.0877 0.4678
H -0.2770 0.6473 3.2703
H 1.6180 0.9956 4.8332
*
```

Values from the calculation:
energy above the lowest of the compared OMol25 structures with the same formula, charge and spin	66.05	kcal per mole
E_HOMO (spin up / spin down)	-4.9 / -5.1	eV
gap between HOMO and LUMO (spin up / spin down)	0.195 / 0.207	Ha

These are the Löwdin partial charges, in e, on atoms 1 to 2:
1 V 0.611
2 I 0.823



The following is a DFT calculation (ωB97M-V with the def2-TZVPD basis set) of a cluster of 2 separate species, C4H4N2O in total.

The geometry in ORCA input format:
```
! RIJCOSX wB97M-V def2-TZVPD def2/J DEFGRID3
* xyz 0 1
N -2.0029 0.6377 1.5963
C -0.8766 0.6784 1.3113
C 0.4973 0.8159 1.0181
O 1.1694 0.0079 0.2531
C 0.8337 -1.0262 -0.4592
C -0.4502 -1.6125 -0.4535
N -1.4757 -2.1588 -0.4908
H 1.0984 1.5980 1.4561
H -0.2516 1.5481 -1.3759
H -0.1962 0.9672 -1.8423
H 1.6544 -1.4557 -1.0133
*
```

Values from the calculation:
energy above the lowest of the compared OMol25 structures with the same formula, charge and spin	114.59	kcal per mole
E_HOMO (spin up / spin down)	-9.1 / -9.1	eV
gap between HOMO and LUMO (spin up / spin down)	0.288 / 0.288	Ha

These are the natural (NBO) partial charges, in e, on atoms 1 to 2:
1 N -0.235
2 C 0.144



The following is a DFT calculation (ωB97M-V with the def2-TZVPD basis set) of a structure of composition C14H21O5PSn in a non-equilibrium geometry.

The geometry in ORCA input format:
```
! RIJCOSX wB97M-V def2-TZVPD def2/J DEFGRID3
* xyz 2 1
O 0.0003 3.7587 -1.3541
C -0.0013 2.7016 -0.9691
Sn -0.0027 0.6292 0.1317
O -0.0003 -1.2384 -3.0746
C 0.0006 -0.6639 -2.0602
C -0.0161 -2.0267 0.7480
O -0.0135 -3.1162 1.1056
C -2.1511 0.0912 -0.0056
O -3.2951 -0.1273 0.0142
C 2.1546 0.0937 -0.0217
O 3.2948 -0.1135 0.0240
C -1.0046 3.4588 2.5164
C -0.0757 2.5687 3.2992
C -0.3987 2.6058 4.7977
P 0.0625 0.8536 2.5915
C 1.8255 0.2865 3.0674
C 2.1619 0.7115 4.4652
C 2.0897 -1.1977 2.8907
C -1.5086 -0.1194 3.1813
C -1.2846 -0.6187 4.5812
C -2.8116 0.6719 3.0530
H -2.0386 3.1514 2.6121
H -0.7245 3.5029 1.4518
H -0.9034 4.4618 2.9281
H 0.9631 2.9165 3.1578
H -1.4425 2.3592 5.0012
H 0.2409 2.0001 5.4517
H -0.2573 3.6471 5.1231
H 2.4268 0.8631 2.3571
H 1.5082 0.2244 5.1745
H 3.1747 0.3657 4.6524
H 2.1489 1.7986 4.6077
H 2.0506 -1.5634 1.8630
H 3.1113 -1.3556 3.2640
H 1.4174 -1.7759 3.5208
H -1.5580 -0.9764 2.4806
H -1.2203 0.1901 5.2978
H -2.1487 -1.2327 4.8289
H -0.3871 -1.2603 4.6424
H -3.0094 1.0879 2.0397
H -3.6302 -0.0329 3.2411
H -2.8925 1.4688 3.7960
*
```

Values from the calculation:
energy above the lowest of the compared OMol25 structures with the same formula, charge and spin	0.00	kcal per mole
E_HOMO	-13.6	eV
gap between HOMO and LUMO	0.199	Ha

These are the natural (NBO) partial charges, in e, on atoms 1 to 2:
1 O -0.315
2 C 0.530



Number 1: energy -9241.3118 eV. Number 2: energy -15686.4551 eV. Number 3: energy -8663.0153 eV. Number 4: energy -6158.9559 eV. Number 5: energy -297577.2980 eV. Number 6: energy -129878.2558 eV. Number 7: energy -9235.5186 eV. Number 8: energy -40193.5616 eV.